*1*
Here is a molecular structure, C7H6BrN3O2S from the OMol25 dataset. Energies are from ωB97M-V with the def2-TZVPD basis set.

Results
**Frontier orbital gap**: 8.19 eV

The geometry in ORCA input format:
```
! wB97M-V def2-TZVPD RIJCOSX def2/J DEFGRID3
* xyz 0 1
Br -1.568 -1.184 4.730
S -0.131 2.540 2.829
O 2.232 2.278 -1.234
O 1.585 1.283 -3.060
N 1.560 1.453 -1.855
N 0.521 2.544 1.292
N -0.867 1.091 2.683
C -0.915 -0.787 1.094
C -0.534 -1.235 -0.125
C 0.753 0.588 -1.111
C 0.254 -0.660 -1.308
C 0.245 1.397 0.765
C -0.567 0.560 1.521
C 0.344 -1.346 -2.637
H -0.201 -2.402 -2.595
H -0.734 -2.345 -0.246
H -0.117 -0.764 -3.376
H -1.542 -1.258 1.816
H 1.404 -1.506 -2.846
H -1.723 -0.247 3.665
*
```

Mulliken population analysis, charges in e, atoms 1 to 5:
1 Br -0.28
2 S 0.15
3 O -0.54
4 O -0.57
5 N 0.85

---

*2*
Here is a single C7H6BrN3O2S molecule from the OMol25 dataset. Energies are from ωB97M-V with the def2-TZVPD basis set.

Results
**Frontier orbital gap**: 8.78 eV

The geometry in ORCA input format:
```
! wB97M-V def2-TZVPD RIJCOSX def2/J DEFGRID3
* xyz 0 1
Br 2.248 1.420 -2.424
S -1.167 1.320 0.726
O -1.165 2.570 0.075
O -2.212 1.055 1.607
N 0.285 1.208 1.570
N 0.929 1.083 -1.181
N 1.936 2.017 3.072
C 1.124 1.658 2.330
C -0.899 -0.041 -0.273
C 0.177 -0.037 -1.108
C 0.581 -1.242 -1.760
C -1.549 -1.230 0.158
C -1.040 -2.420 -0.314
C -0.034 -2.347 -1.274
H -2.388 -1.216 0.805
H 1.214 -1.396 -2.582
H 0.161 -3.243 -1.684
H 0.492 1.966 -0.934
H 2.902 2.214 3.160
H -1.595 -3.341 0.032
*
```

Mulliken population analysis, charges in e, atoms 1 to 5:
1 Br -0.05
2 S 1.24
3 O -0.67
4 O -0.67
5 N -0.34

---

Which structure is most stable, and how do the rest compare? From most to least stable: *2*, *1*.

---

*1*
Here is a single C2H6ClOP molecule from the OMol25 dataset. Energies are from ωB97M-V with the def2-TZVPD basis set.

Results
**Frontier orbital gap**: 9.64 eV

The geometry in ORCA input format:
```
! wB97M-V def2-TZVPD RIJCOSX def2/J DEFGRID3
* xyz 0 1
Cl 0.661 -2.467 -0.874
P 0.630 1.066 0.199
O -0.859 -1.963 1.142
C -0.514 -1.530 0.082
C -0.809 -0.172 -0.397
H 1.690 1.966 0.613
H -0.293 1.730 1.027
H -0.885 -0.178 -1.473
H 0.788 1.477 -1.146
H 1.340 -0.019 0.780
H -1.750 0.090 0.047
*
```

Mulliken population analysis, charges in e, atoms 1 to 5:
1 Cl -0.18
2 P 0.07
3 O -0.45
4 C 0.37
5 C -0.84

---

*2*
Here is a single C2H6ClOP molecule from the OMol25 dataset. Energies are from ωB97M-V with the def2-TZVPD basis set.

Results
**Frontier orbital gap**: 9.79 eV

The geometry in ORCA input format:
```
! wB97M-V def2-TZVPD RIJCOSX def2/J DEFGRID3
* xyz 0 1
Cl 3.232 -0.124 -0.244
P 0.561 -0.081 0.770
O 1.547 -0.086 -0.653
C -0.536 -1.289 -0.100
C -0.418 1.438 0.333
H -0.651 -2.248 0.414
H -0.442 1.711 -0.752
H -0.208 2.376 0.901
H -0.183 -1.692 -1.110
H -1.350 1.012 0.806
H -1.551 -1.017 -0.365
*
```

Mulliken population analysis, charges in e, atoms 1 to 5:
1 Cl -0.03
2 P 0.28
3 O -0.28
4 C -0.96
5 C -0.83

---

Which structure is most stable, and how do the rest compare? From most to least stable: *2*, *1*.

---

*1*
Here is a single C4H3FN2S molecule from the OMol25 dataset. Energies are from ωB97M-V with the def2-TZVPD basis set.

Results
**Frontier orbital gap**: 7.77 eV

The geometry in ORCA input format:
```
! wB97M-V def2-TZVPD RIJCOSX def2/J DEFGRID3
* xyz 0 1
S -2.454 -0.213 0.063
F 1.870 0.825 -1.891
N -0.136 0.098 -0.905
N -0.202 -0.069 1.526
C -0.790 -0.024 0.312
C 1.141 0.138 -0.885
C 1.161 -0.410 1.386
C 1.960 -0.261 0.253
H 3.112 -0.255 0.377
H 1.566 -0.484 2.353
H -0.715 -0.138 2.538
*
```

Mulliken population analysis, charges in e, atoms 1 to 5:
1 S -0.34
2 F -0.25
3 N -0.34
4 N -0.15
5 C 0.02

---

*2*
Here is a single C4H3FN2S molecule from the OMol25 dataset. Energies are from ωB97M-V with the def2-TZVPD basis set.

Results
**Frontier orbital gap**: 7.06 eV

The geometry in ORCA input format:
```
! wB97M-V def2-TZVPD RIJCOSX def2/J DEFGRID3
* xyz 0 1
S -3.060 -0.430 0.092
F -0.030 -2.109 -0.197
N 0.331 1.385 -0.149
N 1.957 -0.339 0.177
C 0.691 -0.015 -0.048
C -0.961 1.295 -0.103
C -0.324 -0.822 -0.242
C -1.460 -0.127 -0.099
H 2.207 -1.329 0.592
H -1.834 2.007 -0.227
H 2.483 0.484 0.204
*
```

Mulliken population analysis, charges in e, atoms 1 to 5:
1 S -0.32
2 F -0.31
3 N -0.63
4 N -0.42
5 C 0.39

---

Which structure is most stable, and how do the rest compare? From most to least stable: *1*, *2*.

---

*1*
Here is 2 unconnected molecules or ions with the total composition ClFS2 from the OMol25 dataset. Energies are from ωB97M-V with the def2-TZVPD basis set.

Results
**Frontier orbital gap (alpha / beta)**: 4.74 / 4.76 eV

The geometry in ORCA input format:
```
! wB97M-V def2-TZVPD RIJCOSX def2/J DEFGRID3
* xyz 0 1
Cl 0.344 -2.407 -0.958
S -0.336 1.367 0.400
S -0.313 -2.039 0.865
F 0.969 0.615 -0.094
*
```

List of Mulliken charges in e, atom by atom:
1 Cl -0.01
2 S 0.13
3 S 0.02
4 F -0.13

---

*2*
Here is 2 unconnected molecules or ions with the total composition ClFS2 from the OMol25 dataset. Energies are from ωB97M-V with the def2-TZVPD basis set.

Results
**Frontier orbital gap (alpha / beta)**: 6.67 / 6.67 eV

The geometry in ORCA input format:
```
! wB97M-V def2-TZVPD RIJCOSX def2/J DEFGRID3
* xyz 0 1
Cl -2.440 0.751 -0.735
S 1.422 -0.530 -0.365
S -1.328 -0.479 0.347
F 2.346 0.258 0.753
*
```

List of Mulliken charges in e, atom by atom:
1 Cl -0.03
2 S 0.17
3 S 0.05
4 F -0.19

---

Which structure is most stable, and how do the rest compare? From most to least stable: *2*, *1*.

---

*1*
Here is a single H4OS2Si molecule from the OMol25 dataset. Energies are from ωB97M-V with the def2-TZVPD basis set.

Results
**Frontier orbital gap (alpha / beta)**: 5.43 / 7.46 eV
**⟨S²⟩**: 2.008

The geometry in ORCA input format:
```
! wB97M-V def2-TZVPD RIJCOSX def2/J DEFGRID3
* xyz 0 3
S 0.677 1.367 1.865
S -0.643 0.260 -1.852
Si -0.673 -0.836 -0.107
O 0.939 0.044 1.075
H -1.801 -0.803 0.808
H -0.316 -2.110 -0.562
H 1.255 2.275 0.913
H 0.562 -0.196 -2.140
*
```

Mulliken population analysis, charges in e, atoms 1 to 5:
1 S 0.04
2 S -0.28
3 Si 0.42
4 O -0.26
5 H -0.13

---

*2*
Here is 2 unconnected molecules or ions with the total composition H4OS2Si from the OMol25 dataset. Energies are from ωB97M-V with the def2-TZVPD basis set.

Results
**Frontier orbital gap (alpha / beta)**: 6.69 / 6.42 eV
**⟨S²⟩**: 2.007

The geometry in ORCA input format:
```
! wB97M-V def2-TZVPD RIJCOSX def2/J DEFGRID3
* xyz 0 3
S -1.603 1.599 0.692
S 2.200 -0.912 -0.145
Si 0.309 -0.191 -0.762
O -0.118 0.778 0.504
H -0.577 -1.960 -1.724
H 0.260 0.693 -1.914
H 2.188 -1.039 1.231
H -1.012 2.644 1.449
*
```

Mulliken population analysis, charges in e, atoms 1 to 5:
1 S -0.08
2 S -0.29
3 Si 0.22
4 O -0.06
5 H -0.07

---

Which structure is most stable, and how do the rest compare? From most to least stable: *1*, *2*.

---

*1*
Here is 4 unconnected molecules or ions with the total composition C2H14NO3S2 from the OMol25 dataset. Energies are from ωB97M-V with the def2-TZVPD basis set.

Results
**Frontier orbital gap**: 9.20 eV

The geometry in ORCA input format:
```
! wB97M-V def2-TZVPD RIJCOSX def2/J DEFGRID3
* xyz 1 1
S -2.234 1.386 1.089
S -0.854 2.859 1.400
O 4.876 -1.829 -1.164
O 2.293 -0.861 -2.042
O 0.114 -2.885 -2.034
N -1.134 -0.870 -0.749
C -1.221 -0.093 1.635
C -0.342 -0.601 0.527
H 0.056 -3.743 -2.474
H -0.024 -1.675 0.734
H -2.125 -0.723 1.760
H 5.804 -1.630 -1.326
H 1.046 -2.637 -2.089
H 3.052 -0.360 -2.360
H -1.492 3.771 2.205
H 2.678 -1.665 -1.659
H 0.592 -0.070 0.299
H -2.144 -0.857 -0.605
H -0.522 -0.024 2.479
H 4.751 -1.756 -0.209
H -0.824 -0.195 -1.460
H -0.910 -1.811 -1.129
*
```

Mulliken population analysis, charges in e, atoms 1 to 5:
1 S -0.03
2 S -0.20
3 O -0.65
4 O -0.63
5 O -0.61

---

*2*
Here is 4 unconnected molecules or ions with the total composition C2H14NO3S2 from the OMol25 dataset. Energies are from ωB97M-V with the def2-TZVPD basis set.

Results
**Frontier orbital gap**: 9.20 eV

The geometry in ORCA input format:
```
! wB97M-V def2-TZVPD RIJCOSX def2/J DEFGRID3
* xyz 1 1
S 3.296 0.893 1.403
S 2.036 1.528 2.858
O -2.054 -0.821 -0.747
O -4.140 0.435 0.624
O 0.125 -2.917 -1.061
N 0.754 -0.418 -0.464
C 2.428 1.342 -0.145
C 0.959 1.016 -0.168
H -4.223 1.309 0.242
H 1.157 -0.654 -1.370
H 2.658 2.416 3.703
H -5.068 0.184 0.694
H 1.145 -0.998 0.277
H -0.649 -2.851 -1.626
H 2.960 0.650 -0.825
H 0.443 -3.793 -0.824
H -2.343 -1.468 -0.090
H 2.647 2.334 -0.553
H -2.861 -0.588 -1.228
H 0.568 1.454 0.778
H -0.230 -0.696 -0.625
H 0.392 1.645 -0.853
*
```

Mulliken population analysis, charges in e, atoms 1 to 5:
1 S -0.01
2 S -0.22
3 O -0.72
4 O -0.62
5 O -0.59

---

Which structure is most stable, and how do the rest compare? From most to least stable: *2*, *1*.